Entry 1:
{
  "formula": "C23H44Cl3N4O3SSiV",
  "method": "wB97M-V/def2-TZVPD",
  "orbital_gap_ha": [0.2773, 0.2842],
  "relative_energy_kj_mol": 243.06,
  "homo_ev": [-7.47, -7.47],
  "s_squared": 2.0147,
  "charge": 0,
  "multiplicity": 3,
  "species": ["C", "C", "H", "H", "H", "C", "C", "H", "H", "H", "H", "V", "Cl", "Cl", "H", "H", "C", "C", "N", "H", "C", "O", "H", "H", "H", "H", "H", "H", "C", "C", "N", "H", "C", "O", "H", "H", "H", "H", "O", "C", "C", "C", "H", "C", "H", "C", "H", "C", "C", "H", "H", "H", "Si", "Cl", "C", "C", "C", "H", "H", "H", "H", "H", "H", "H", "H", "H", "C", "N", "C", "S", "N", "C", "H", "H", "H", "H", "H", "H", "H", "H"],
  "coordinates": [[-2.264, -2.444, -4.673], [-1.423, -2.645, -3.422], [-1.872, -3.114, -5.437], [-2.278, -1.451, -5.105], [-3.332, -2.704, -4.520], [-0.299, -3.406, -3.413], [-0.196, -4.539, -4.425], [0.413, -3.403, -2.547], [0.267, -4.295, -5.396], [-1.234, -4.810, -4.629], [0.305, -5.457, -4.062], [-0.080, 1.901, 1.456], [-2.320, 1.797, 1.802], [0.946, 3.562, 0.484], [1.500, 5.526, 4.435], [-1.430, 7.077, 3.620], [1.266, 5.603, 3.369], [-0.979, 6.573, 2.771], [-0.184, 5.433, 3.216], [1.834, 4.896, 2.758], [-0.706, 4.197, 3.432], [-0.030, 3.239, 3.826], [-1.744, 6.247, 2.049], [-1.801, 4.102, 3.196], [1.485, 6.617, 3.049], [-0.300, 7.283, 2.324], [2.348, -1.032, -3.350], [2.794, -3.505, -2.257], [3.365, -1.090, -2.912], [3.416, -3.024, -1.475], [3.324, -1.584, -1.540], [3.812, -0.094, -2.945], [3.235, -0.750, -0.443], [2.667, 0.327, -0.561], [3.091, -3.383, -0.489], [3.765, -1.052, 0.389], [3.963, -1.779, -3.523], [4.465, -3.388, -1.616], [-0.890, -0.815, -2.909], [-1.863, -1.744, -2.200], [0.020, -2.305, -0.617], [-1.357, -2.125, -0.847], [0.716, -1.931, -1.369], [0.397, -3.110, 0.425], [-2.888, -1.439, -2.219], [-2.247, -2.222, 0.248], [1.403, -3.521, 0.464], [-0.524, -3.480, 1.421], [-1.824, -2.903, 1.391], [-3.291, -1.844, 0.116], [-0.252, -4.204, 2.156], [-2.512, -3.000, 2.255], [-0.659, 0.741, -3.237], [-0.259, 0.377, 0.069], [1.187, 1.162, -3.266], [-1.579, 2.216, -2.430], [-1.657, 0.730, -4.686], [1.938, 0.643, -2.667], [1.219, 2.205, -2.915], [1.439, 1.115, -4.334], [-1.178, -0.046, -5.298], [-1.716, 1.682, -5.218], [-2.653, 0.417, -4.329], [-2.453, 2.023, -1.843], [-1.897, 2.740, -3.310], [-0.951, 2.889, -1.872], [0.535, 1.121, 6.449], [1.108, 0.209, 5.398], [0.423, 0.120, 4.206], [1.378, 0.574, 2.798], [-0.841, -0.314, 4.218], [-1.391, -1.219, 5.242], [-0.410, 0.680, 6.807], [0.338, 2.108, 5.998], [1.275, 1.213, 7.261], [2.107, 0.340, 5.292], [-1.407, -0.096, 3.400], [-2.355, -0.849, 5.603], [-1.540, -2.231, 4.850], [-0.671, -1.336, 6.067]]
}

Entry 2:
{
  "formula": "C23H44I3N2O5P2S",
  "method": "wB97M-V/def2-TZVPD",
  "orbital_gap_ha": 0.2630,
  "relative_energy_kj_mol": 907.50,
  "homo_ev": -11.29,
  "charge": 1,
  "multiplicity": 1,
  "species": ["C", "C", "C", "C", "C", "C", "C", "I", "C", "C", "C", "I", "C", "C", "O", "I", "C", "S", "C", "C", "C", "C", "N", "N", "P", "C", "C", "C", "H", "H", "H", "H", "H", "H", "H", "H", "H", "H", "H", "H", "H", "H", "H", "H", "H", "H", "H", "H", "H", "H", "H", "H", "H", "H", "H", "H", "H", "H", "H", "H", "H", "H", "H", "C", "O", "P", "O", "O", "C", "O", "C", "H", "H", "H", "H", "H", "H", "H", "H", "H"],
  "coordinates": [[5.808, 1.877, -0.416], [5.354, 0.785, -1.019], [4.843, -0.577, -1.689], [3.718, -1.394, -0.868], [4.498, -2.049, 0.382], [5.020, -1.169, 1.588], [4.186, 0.076, 2.118], [5.495, 1.090, 3.604], [3.494, -2.759, -1.783], [2.833, -2.383, -3.184], [1.675, -1.237, -3.170], [-0.152, -2.450, -3.594], [1.918, -0.402, -4.555], [1.732, -1.288, -5.913], [0.667, -1.103, -6.616], [3.144, -2.710, -6.748], [1.576, -0.346, -1.834], [2.228, 1.407, -2.287], [0.027, 0.101, -1.482], [-0.729, 0.948, -2.615], [-2.329, 0.904, -2.202], [-2.793, 2.412, -1.742], [-4.157, 2.445, -1.122], [2.396, -0.736, -0.642], [1.579, -1.678, 0.682], [0.410, -3.038, -0.035], [0.379, -0.605, 1.721], [0.887, 0.878, 2.065], [5.795, 2.950, 0.028], [4.516, -0.272, -2.769], [5.796, -1.230, -1.858], [5.476, -2.465, -0.121], [4.033, -3.039, 0.793], [6.090, -0.780, 1.322], [5.201, -1.876, 2.501], [3.310, -0.312, 2.747], [3.932, 0.904, 1.370], [3.024, -3.616, -1.184], [4.588, -3.104, -2.006], [3.695, -1.988, -3.868], [2.491, -3.375, -3.695], [3.024, -0.025, -4.604], [1.188, 0.476, -4.709], [1.723, 2.220, -1.276], [-0.643, -0.755, -1.144], [0.164, 0.867, -0.607], [-0.498, 2.092, -2.612], [-0.704, 0.521, -3.678], [-2.536, 0.235, -1.291], [-2.964, 0.493, -3.073], [-2.666, 3.113, -2.646], [-1.976, 2.740, -0.971], [-4.712, 3.080, -1.745], [-4.042, 3.022, -0.254], [2.617, 0.175, -0.156], [0.847, -3.575, -0.946], [0.387, -3.840, 0.817], [-0.677, -2.685, -0.144], [0.143, -1.229, 2.681], [-0.637, -0.553, 1.151], [1.502, 0.950, 3.050], [-0.066, 1.524, 2.265], [1.424, 1.410, 1.181], [-6.718, 0.230, 1.493], [-6.152, 0.089, 2.791], [-5.573, 1.557, 3.479], [-4.406, 1.622, 2.502], [-5.095, 0.738, 4.824], [-5.993, -0.190, 5.423], [-5.078, 3.038, 4.202], [-5.911, 3.501, 5.256], [-7.123, -0.735, 1.185], [-7.527, 0.964, 1.516], [-5.958, 0.537, 0.771], [-5.781, -1.193, 5.041], [-7.036, 0.074, 5.214], [-5.840, -0.180, 6.504], [-5.703, 2.940, 6.174], [-6.963, 3.398, 4.993], [-5.692, 4.557, 5.439]]
}